Molecular formula: C7H8NO5
Method: DFT, ωB97M-V with the def2-TZVPD basis set

Output
- total charge = -1
- SMILES string = O=C1N2CCC[C@](O)(C(=O)[O-])[C@@]12O
- ΔE to the lowest compared entry with this formula, charge and spin (eV) = 1.5225

Last column: natural (NBO) charge in e.
Atoms and positions in Å:
O: -0.513 2.683 -0.121  -0.7779
O: -2.847 0.073 -0.245  -0.7499
O: -2.302 2.112 -1.275  -0.7301
O: -0.977 1.589 2.344  -0.7155
O: -1.481 -2.054 2.957  -0.5902
N: 0.011 -0.533 1.825  -0.4636
C: -0.512 -0.288 -0.834  -0.3942
C: -1.424 1.908 -0.471  0.7511
C: -1.487 0.442 0.123  0.0528
C: -1.134 0.393 1.585  0.2840
C: 0.951 -0.071 -0.334  -0.4689
C: -0.964 -1.114 2.434  0.7622
C: 1.181 -0.719 1.009  -0.2020
H: -0.751 0.133 -1.750  0.2233
H: 1.420 -1.922 0.859  0.1811
H: -3.138 0.732 -0.861  0.4920
H: 2.203 -0.338 1.542  0.1984
H: -0.881 2.166 1.614  0.4930
H: 1.627 -0.436 -1.023  0.2030
H: 0.819 0.995 -0.268  0.2614
H: -0.498 -1.358 -0.960  0.1900